[1]
154
Properties=species:S:1:pos:R:3 method="wB97M-V/def2-TZVPD" orbital_gap_ev=7.540
Mg -24.26014 -17.66956 12.09844
C -23.20742 -18.35920 8.21983
C -23.40000 -18.27157 9.64037
C -22.40502 -18.95691 10.64878
O -22.69625 -18.82075 11.85082
C -21.37821 -19.71624 10.06498
C -21.31860 -19.90325 8.69067
C -22.19497 -19.18213 7.72215
O -21.99468 -19.12018 6.45837
O -20.46873 -20.72672 8.26902
O -24.30826 -17.62159 10.18829
H -23.79171 -17.65698 7.65352
H -20.79056 -20.31612 10.74593
C -24.08257 -22.31770 8.54852
C -23.59164 -23.73833 8.35420
C -22.11221 -23.86863 8.75119
O -22.13646 -24.69079 9.90710
C -23.41175 -25.04167 10.23883
O -23.64049 -25.81615 11.11721
O -24.26345 -24.56549 9.32582
H -23.89877 -21.96115 9.56295
H -25.13293 -22.19804 8.28987
H -23.44367 -21.72230 7.88964
H -23.82763 -24.11591 7.36192
H -21.65581 -22.93571 9.08033
H -21.57798 -24.39046 7.95697
C -23.97870 -14.57332 5.47512
C -22.97487 -15.24897 6.41265
C -21.86564 -15.95521 5.66459
O -20.68185 -15.23711 6.05101
C -20.94972 -14.29697 6.93808
O -20.13111 -13.63809 7.51139
O -22.30479 -14.22368 7.15316
H -23.52430 -14.03031 4.64380
H -24.47457 -13.79902 6.06644
H -24.75487 -15.21024 5.05298
H -23.54008 -15.91804 7.05930
H -21.96505 -15.80671 4.58777
H -21.71588 -17.01804 5.83739
C -18.38735 -20.14589 4.67045
C -19.33905 -19.77035 3.56120
C -20.15996 -18.50119 3.73278
O -20.01753 -17.79569 2.50490
C -19.13085 -18.41369 1.72015
O -18.88096 -18.12574 0.58856
O -18.59260 -19.50497 2.34398
H -17.70187 -20.95537 4.41911
H -18.93227 -20.19086 5.61483
H -17.61576 -19.38260 4.83360
H -20.01780 -20.56312 3.24249
H -19.96870 -17.82280 4.56607
H -21.19936 -18.78638 3.89013
C -18.51195 -23.04476 9.78306
C -17.76773 -23.31292 8.47748
C -17.56805 -22.07904 7.61609
O -16.15131 -22.04368 7.43870
C -15.54254 -23.06087 8.09922
O -14.36343 -23.20829 8.07897
O -16.45208 -23.75531 8.79814
H -18.21267 -22.12972 10.29183
H -18.30541 -23.87062 10.47030
H -19.58978 -23.12295 9.65851
H -18.32660 -24.06648 7.91961
H -17.99886 -21.21464 8.12291
H -18.00411 -22.15018 6.62150
C -16.56441 -17.87488 8.01597
C -17.70113 -16.89264 7.92177
C -19.08822 -17.48094 8.20130
O -19.69768 -16.58714 9.11551
C -18.80295 -15.66245 9.51145
O -18.99029 -14.84795 10.36487
O -17.61096 -15.86578 8.90334
H -16.70669 -18.67758 7.29200
H -16.62293 -18.29111 9.02495
H -15.58726 -17.41905 7.87331
H -17.77167 -16.47979 6.91022
H -18.93632 -18.45755 8.67114
H -19.62883 -17.68788 7.27853
C -21.76768 -21.91932 13.09386
C -21.62639 -22.50208 14.49316
C -20.29508 -22.08957 15.14129
O -20.73346 -21.05182 16.01697
C -22.06514 -21.10710 16.21486
O -22.58942 -20.55096 17.13781
O -22.62756 -21.93054 15.33142
H -21.58375 -20.84538 13.13475
H -22.71945 -22.17657 12.63479
H -20.99317 -22.33486 12.44383
H -21.70652 -23.58814 14.51755
H -19.61239 -21.71161 14.38340
H -19.84246 -22.92611 15.67219
C -23.18519 -20.33980 4.30026
C -23.82690 -19.71645 5.53523
C -23.79578 -18.18839 5.43952
O -25.11280 -17.77361 5.81285
C -25.88632 -18.90712 5.99481
O -27.04478 -18.82226 6.27520
O -25.24025 -19.99952 5.57880
H -22.11856 -20.13702 4.28806
H -23.63475 -20.03419 3.35411
H -23.31256 -21.42506 4.28961
H -23.36295 -20.07855 6.43151
H -23.62524 -17.84855 4.41288
H -23.00365 -17.77821 6.05490
C -28.72364 -16.03822 7.40197
S -27.80720 -15.43469 8.84727
O -28.21737 -16.28641 10.01003
C -26.17363 -16.09743 8.43894
H -29.75241 -15.66930 7.39236
H -28.85634 -17.11908 7.37594
H -28.27126 -15.68970 6.47329
H -26.02184 -17.14537 8.68438
H -25.53698 -15.55131 9.14201
H -25.76397 -15.87153 7.45553
C -26.12672 -20.47343 14.54408
S -26.47302 -20.20417 12.78904
O -25.46493 -19.17982 12.36283
C -25.76697 -21.79150 12.19365
H -26.48042 -19.71268 15.23623
H -25.03767 -20.44931 14.63254
H -26.47360 -21.46152 14.84547
H -25.86084 -21.75509 11.11224
H -26.39307 -22.58127 12.60885
H -24.75919 -21.84664 12.59645
C -22.52096 -14.81321 10.06589
S -22.88069 -14.76225 11.82664
O -22.95299 -16.21443 12.22913
C -21.24901 -14.15860 12.35654
H -22.13994 -13.89419 9.62225
H -23.46696 -15.10143 9.61372
H -21.69234 -15.50786 9.91808
H -21.32536 -13.99268 13.43355
H -21.01988 -13.18654 11.92444
H -20.48544 -14.90309 12.14482
C -23.50085 -16.06523 15.95075
S -23.11506 -17.69720 15.23901
O -24.06547 -17.77815 14.06748
C -21.42690 -17.43731 14.55415
H -24.58508 -16.02928 15.88746
H -23.10031 -15.28333 15.30557
H -23.04360 -16.02233 16.93659
H -21.23566 -16.46525 14.11005
H -21.22298 -18.18410 13.78790
H -20.71194 -17.59526 15.36471
C -26.76796 -14.21037 13.61492
S -26.93486 -15.62966 12.51293
O -25.60221 -16.34889 12.49355
C -27.95991 -16.70677 13.51644
H -27.75834 -13.88732 13.93052
H -26.22085 -13.46896 13.03837
H -26.21028 -14.51105 14.50278
H -28.84630 -16.16976 13.85907
H -27.40636 -17.04478 14.39292
H -28.30540 -17.54982 12.92158

---

[2]
83
Properties=species:S:1:pos:R:3 method="wB97M-V/def2-TZVPD" orbital_gap_ev="6.276 / 6.514" total_charge=+1 multiplicity=2 s2=0.7554
Ir 1.93786 -1.34715 0.02083
O -1.90691 -2.49257 1.70598
C -0.67021 -2.15969 1.45083
O -0.27584 -1.01422 1.28756
C 0.27173 -3.30866 1.41347
C -0.04615 -4.58027 1.85090
C 0.92980 -5.56884 1.81009
C 2.20038 -5.25185 1.35642
C 2.45063 -3.96091 0.92921
N 1.49815 -3.02758 0.93601
C 3.78236 -3.42697 0.47228
O 4.76021 -4.11736 0.41952
O 3.72593 -2.13165 0.21180
H -2.47672 -1.69638 1.75417
H -1.04088 -4.77981 2.22206
H 0.70004 -6.57159 2.14202
H 3.00803 -5.97050 1.32285
C 2.35348 1.61398 2.36558
Ge 0.57899 1.60609 3.14998
C 0.12541 3.30865 3.99080
C 0.40809 0.12485 4.40515
Ge -1.06119 1.28730 1.34031
C -2.85638 0.65859 1.63984
C -3.23629 0.10950 2.87209
C -4.53527 -0.33199 3.07360
C -5.46803 -0.22239 2.04714
C -5.10747 0.33751 0.83039
C -3.80795 0.78192 0.62600
C -0.96484 2.46529 -0.17562
C -0.70511 3.78192 0.21613
C -0.72178 4.80889 -0.71802
C -0.95876 4.52032 -2.05298
C -1.18480 3.20958 -2.45435
C -1.19934 2.18656 -1.52047
H 3.06986 1.71381 3.18307
H 2.49964 2.43454 1.66707
H 2.52508 0.66221 1.85775
H 0.71118 3.39721 4.90709
H -0.92969 3.37617 4.25301
H 0.38866 4.14441 3.34443
H 1.11139 0.30297 5.22064
H 0.68626 -0.81229 3.92375
H -0.58640 0.03324 4.84111
H -2.51377 0.02787 3.67905
H -4.82310 -0.75006 4.02920
H -6.48193 -0.56616 2.20360
H -5.83879 0.43105 0.03852
H -3.53600 1.22911 -0.32304
H -0.49493 4.02399 1.25322
H -0.53362 5.82671 -0.40363
H -0.95144 5.31629 -2.78619
H -1.34208 2.97736 -3.49985
H -1.36798 1.17593 -1.85223
C 2.29637 2.65141 -1.39130
C 2.87028 1.58539 -2.32430
C 3.90997 0.73454 -1.59137
C 1.80113 0.79145 -3.06084
C 1.73059 0.94116 -4.44030
C 0.79204 0.26283 -5.19637
C -0.07653 -0.60081 -4.55926
C -0.04940 -0.80306 -3.17932
C -1.02249 -1.84575 -2.64071
C -1.96432 -1.33558 -1.54858
C -0.31967 -3.14353 -2.23945
C 0.89569 -0.07794 -2.42671
O 0.92782 -0.10218 -1.05260
H 3.10015 3.27740 -0.99604
H 1.77962 2.18357 -0.55469
H 1.58522 3.29566 -1.90970
H 3.41424 2.10996 -3.11424
H 3.55184 0.40277 -0.61098
H 4.80009 1.33285 -1.38730
H 4.21493 -0.13896 -2.16771
H 2.43003 1.61120 -4.92640
H 0.75037 0.39088 -6.26963
H -0.79770 -1.15809 -5.14601
H -1.66114 -2.10516 -3.48791
H -1.41386 -0.85156 -0.73810
H -2.54760 -2.16178 -1.13227
H -2.67708 -0.61339 -1.95109
H 0.38422 -2.97589 -1.42911
H 0.24545 -3.54721 -3.08018
H -1.04975 -3.89508 -1.92566

---

In u, the molar mass values for the records above are, in order, 1267.69, 880.13.